## A
ORCA calculation (ωB97M-V/def2-TZVPD) on a cluster of 2 separate species, C5H15NO in total.

Properties
Kohn-Sham gap = 9.30 eV
LUMO level = 0.0284 hartree
2S+1 = 1
Highest occupied orbital energy = -0.313 hartree

Element x y z (Å)
C  -2.941  0.193  -0.303
C  -1.780  -0.418  -1.092
N  -0.512  -0.017  -0.546
C  0.627  0.125  -1.468
C  0.696  -0.873  -2.614
C  1.892  0.173  -0.615
H  -3.084  1.226  -0.613
H  -2.733  0.190  0.762
H  -3.897  -0.299  -0.443
H  -1.845  -1.501  -1.201
H  -1.899  -0.038  -2.113
H  -0.244  -0.571  0.255
H  0.526  1.141  -1.884
H  1.630  -0.751  -3.164
H  0.692  -1.873  -2.205
H  -0.149  -0.827  -3.292
H  2.786  0.160  -1.219
H  1.798  1.094  -0.050
H  1.940  -0.663  0.081
O  1.676  0.904  5.585
H  2.401  0.584  5.030
H  1.129  0.155  5.824

Charges obtained by Löwdin population analysis, quoted in units of e:
1 C -0.096
2 C -0.308
3 N -0.063
4 C -0.466
5 C -0.073
6 C -0.070
7 H 0.068
8 H 0.063
9 H 0.061
10 H 0.106
11 H 0.107
12 H 0.104
13 H 0.133
14 H 0.075
15 H 0.076
16 H 0.063
17 H 0.070
18 H 0.077
19 H 0.074
20 O -0.062
21 H 0.036
22 H 0.026

=====

## B
ORCA calculation (ωB97M-V/def2-TZVPD) on a cluster of 2 separate species, C5H15NO in total.

Properties
Kohn-Sham gap = 9.32 eV
LUMO level = 0.0353 hartree
2S+1 = 1
Highest occupied orbital energy = -0.307 hartree

Element x y z (Å)
C  2.023  0.350  1.409
C  0.568  -0.151  1.585
N  -0.202  -0.086  0.353
C  -0.463  1.225  -0.146
C  -1.328  -0.986  0.297
C  -1.940  -1.120  -1.083
H  2.608  -0.426  0.924
H  2.047  1.229  0.774
H  2.393  0.605  2.394
H  0.086  0.497  2.332
H  0.650  -1.200  1.825
H  -1.340  1.714  0.331
H  -0.646  1.236  -1.222
H  0.368  1.918  -0.029
H  -2.142  -0.614  0.954
H  -1.012  -1.974  0.635
H  -1.244  -1.501  -1.827
H  -2.337  -0.149  -1.397
H  -2.783  -1.799  -1.005
O  1.756  0.774  -2.371
H  1.441  0.246  -3.113
H  1.496  0.211  -1.621

Charges obtained by Löwdin population analysis, quoted in units of e:
1 C -0.078
2 C -0.242
3 N -0.264
4 C -0.129
5 C -0.277
6 C -0.097
7 H 0.071
8 H 0.052
9 H 0.068
10 H 0.117
11 H 0.106
12 H 0.097
13 H 0.073
14 H 0.076
15 H 0.121
16 H 0.113
17 H 0.074
18 H 0.067
19 H 0.070
20 O -0.068
21 H 0.036
22 H 0.013

=====

Most stable to least stable: A, B

=====

## A
ORCA calculation (ωB97M-V/def2-TZVPD) on a cluster of 2 separate species, C2H4FNO in total.

Properties
Kohn-Sham gap = 11.74 eV
LUMO level = 0.0209 hartree
2S+1 = 1
Highest occupied orbital energy = -0.410 hartree

Element x y z (Å)
N  -2.479  -1.480  -0.313
C  -2.390  -0.304  -0.032
O  -2.129  0.772  0.167
H  -3.534  -1.821  -0.324
C  1.314  -0.194  0.848
F  2.138  0.461  0.084
H  1.340  -0.483  1.883
H  1.057  -1.320  0.472
H  0.441  0.440  0.638

Charges obtained by Löwdin population analysis, quoted in units of e:
1 N 0.131
2 C -0.476
3 O 0.195
4 H 0.144
5 C -0.202
6 F -0.037
7 H 0.061
8 H 0.119
9 H 0.065

=====

## B
ORCA calculation (ωB97M-V/def2-TZVPD) on a cluster of 2 separate species, C2H4FNO in total.

Properties
Kohn-Sham gap (spin up / spin down) = 9.65 / 9.65 eV
LUMO level (spin up / spin down) = -0.0015 / -0.0015 hartree
2S+1 = 1
Highest occupied orbital energy (spin up / spin down) = -0.356 / -0.356 hartree

Element x y z (Å)
O  -2.330  1.612  -0.051
N  -1.854  0.546  0.187
C  -1.167  -0.378  0.260
F  -1.221  -1.718  0.119
C  1.207  0.044  -0.088
H  1.063  0.894  -0.653
H  2.100  -0.281  -0.681
H  1.634  0.287  0.904
H  0.568  -1.006  0.002

Charges obtained by Löwdin population analysis, quoted in units of e:
1 O 0.034
2 N -0.087
3 C -0.157
4 F 0.083
5 C -0.053
6 H 0.002
7 H 0.039
8 H 0.045
9 H 0.093

=====

Most stable to least stable: A, B

=====

## A
ORCA calculation (ωB97M-V/def2-TZVPD) on the ion C4H9O2 with charge +1.

Properties
Kohn-Sham gap = 8.73 eV
Total charge = +1
LUMO level = -0.2138 hartree
2S+1 = 1
Highest occupied orbital energy = -0.535 hartree

Element x y z (Å)
C  2.159  -0.378  0.689
C  -0.580  0.296  -1.496
C  -1.148  -0.216  1.047
C  0.079  0.409  -0.149
O  0.579  1.498  0.391
O  1.145  -0.594  -0.015
H  2.765  -1.338  0.946
H  2.507  0.640  1.126
H  0.016  0.702  -2.327
H  -0.826  -0.700  -1.711
H  -1.576  0.848  -1.562
H  -0.706  -0.545  2.035
H  -1.515  -1.065  0.410
H  -1.676  0.674  1.040
H  0.158  2.373  0.030

Charges obtained by Löwdin population analysis, quoted in units of e:
1 C 0.194
2 C 0.012
3 C 0.100
4 C -0.542
5 O 0.031
6 O 0.073
7 H 0.175
8 H 0.176
9 H 0.109
10 H 0.077
11 H 0.139
12 H 0.103
13 H 0.090
14 H 0.041
15 H 0.221

=====

## B
ORCA calculation (ωB97M-V/def2-TZVPD) on the ion C4H9O2 with charge +1.

Properties
Kohn-Sham gap = 11.01 eV
Total charge = +1
LUMO level = -0.2042 hartree
2S+1 = 1
Highest occupied orbital energy = -0.609 hartree

Element x y z (Å)
C  -0.836  -0.836  1.799
C  0.126  -0.662  -1.460
C  -0.114  1.684  -0.195
C  0.317  0.151  -0.200
O  1.427  -0.202  0.520
O  -0.875  -0.454  0.638
H  -1.655  -1.027  2.486
H  -0.027  -1.062  2.404
H  0.063  -1.765  -1.405
H  -0.696  -0.378  -2.004
H  0.795  -0.414  -2.176
H  0.169  1.968  0.872
H  -1.187  1.852  -0.562
H  0.465  2.055  -0.939
H  2.029  -0.908  0.222

Charges obtained by Löwdin population analysis, quoted in units of e:
1 C 0.180
2 C 0.026
3 C 0.073
4 C -0.444
5 O 0.072
6 O 0.076
7 H 0.143
8 H 0.109
9 H 0.131
10 H 0.077
11 H 0.073
12 H 0.132
13 H 0.140
14 H 0.052
15 H 0.159

=====

Most stable to least stable: B, A

=====

## A
ORCA calculation (ωB97M-V/def2-TZVPD) on a structure of composition C3H4N4O.

Properties
Kohn-Sham gap = 8.30 eV
LUMO level = -0.0123 hartree
2S+1 = 1
Highest occupied orbital energy = -0.317 hartree

Element x y z (Å)
C  -0.907  0.195  -0.048
C  0.217  1.182  0.245
C  1.553  0.735  -0.161
H  -2.541  -1.274  0.453
H  -0.244  2.132  0.522
H  2.366  1.522  0.267
H  2.705  -1.189  -0.755
N  -2.131  0.500  -0.309
N  1.810  -0.595  -0.395
N  0.814  -1.499  0.043
N  -0.491  -1.241  0.379
O  -3.152  -0.468  -0.240

Charges obtained by Löwdin population analysis, quoted in units of e:
1 C -0.351
2 C -0.008
3 C -0.136
4 H 0.213
5 H 0.093
6 H 0.147
7 H 0.221
8 N -0.042
9 N -0.054
10 N -0.018
11 N 0.074
12 O -0.139

=====

## B
ORCA calculation (ωB97M-V/def2-TZVPD) on the molecule C3H4N4O.

Properties
Kohn-Sham gap = 10.73 eV
LUMO level = 0.0195 hartree
2S+1 = 1
Highest occupied orbital energy = -0.375 hartree

Element x y z (Å)
C  -1.332  -0.374  0.197
C  -0.588  0.941  -0.158
N  0.680  0.458  -0.159
N  1.980  0.822  0.126
N  2.733  -0.219  0.091
N  1.909  -1.324  -0.120
C  0.753  -0.858  -0.118
O  -0.464  -1.420  -0.084
H  -2.468  -0.605  -0.321
H  -1.469  -0.508  1.283
H  -1.004  1.817  0.520
H  -0.732  1.272  -1.256

Charges obtained by Löwdin population analysis, quoted in units of e:
1 C -0.163
2 C -0.129
3 N -0.065
4 N 0.049
5 N 0.009
6 N 0.110
7 C -0.483
8 O 0.029
9 H 0.197
10 H 0.123
11 H 0.171
12 H 0.152

=====

## C
ORCA calculation (ωB97M-V/def2-TZVPD) on a structure of composition C3H4N4O.

Properties
Kohn-Sham gap = 10.24 eV
LUMO level = 0.0205 hartree
2S+1 = 1
Highest occupied orbital energy = -0.356 hartree

Element x y z (Å)
C  -2.129  0.111  0.043
C  0.255  0.239  -0.206
C  2.238  0.038  -0.062
H  -3.058  0.583  0.145
H  -0.963  1.929  0.373
H  3.311  0.262  -0.140
H  -0.236  -1.649  0.010
N  -0.975  0.853  0.094
N  1.260  1.017  -0.194
N  1.860  -1.216  0.130
N  0.506  -1.031  0.014
O  -2.069  -1.135  -0.207

Charges obtained by Löwdin population analysis, quoted in units of e:
1 C -0.241
2 C -0.459
3 C -0.212
4 H 0.110
5 H 0.216
6 H 0.107
7 H 0.099
8 N 0.112
9 N 0.139
10 N 0.091
11 N 0.074
12 O -0.033

=====

## D
ORCA calculation (ωB97M-V/def2-TZVPD) on the molecule C3H4N4O.

Properties
Kohn-Sham gap = 8.18 eV
LUMO level = -0.0014 hartree
2S+1 = 1
Highest occupied orbital energy = -0.302 hartree

Element x y z (Å)
O  1.759  -1.201  -1.864
N  1.696  0.169  -1.324
C  0.891  0.194  -0.233
C  -0.018  -0.760  0.320
C  -1.190  -0.320  0.841
N  -1.483  1.045  1.081
N  -0.539  2.018  0.559
N  0.510  1.509  -0.042
H  2.690  -0.895  -2.369
H  0.098  -1.968  0.310
H  -2.152  -1.058  0.989
H  -2.261  1.267  1.732

Charges obtained by Löwdin population analysis, quoted in units of e:
1 O -0.162
2 N 0.024
3 C -0.375
4 C -0.069
5 C -0.127
6 N -0.029
7 N 0.062
8 N 0.036
9 H 0.175
10 H 0.158
11 H 0.167
12 H 0.140

=====

Most stable to least stable: C, B, D, A